[1]
The following is a DFT calculation (ωB97M-V with the def2-TZVPD basis set) of a 7-piece molecular cluster, H14O7 overall.

SMILES string: O.O.O.O.O.O.O
HOMO-LUMO gap: 10.4 eV
HOMO energy: -10.52 eV
Molar mass: 126.10 u

```
21
Properties=species:S:1:pos:R:3:nbo_charge:R:1
O -1.03 -0.22 2.99 -0.950
H -0.69 0.65 2.78 0.462
H -0.41 -0.83 2.56 0.484
O -0.51 -2.17 0.61 -0.969
H -1.41 -2.40 0.36 0.460
H -0.42 -1.23 0.37 0.499
O 0.21 0.58 0.24 -0.974
H 1.04 0.72 -0.25 0.480
H 0.22 1.27 0.92 0.491
O -0.55 2.75 2.47 -0.964
H -0.37 3.64 2.14 0.484
H -0.58 2.84 3.43 0.487
O -2.15 -0.26 -1.49 -0.923
H -2.22 -1.21 -1.64 0.463
H -1.42 0.03 -2.04 0.460
O 2.56 0.49 -1.72 -0.923
H 2.74 1.42 -1.57 0.476
H 1.75 0.48 -2.26 0.458
O 1.42 -2.35 -2.52 -0.912
H 0.63 -2.78 -2.87 0.465
H 1.19 -1.42 -2.49 0.446
```

=====

[2]
The following is a DFT calculation (ωB97M-V with the def2-TZVPD basis set) of a 7-piece molecular cluster, H14O7 overall.

SMILES string: O.O.O.O.O.O.O
HOMO-LUMO gap: 11.0 eV
HOMO energy: -10.89 eV
Molar mass: 126.10 u

```
21
Properties=species:S:1:pos:R:3:nbo_charge:R:1
H 0.03 0.52 -0.22 0.481
H 0.05 0.92 1.38 0.472
H 0.71 -1.86 -1.91 0.489
H 1.28 -3.26 -2.32 0.471
H 0.90 5.06 -2.26 0.462
H 1.51 3.92 -1.63 0.457
H -3.21 0.05 1.96 0.468
H -2.85 1.53 2.09 0.461
H -0.04 -2.29 0.76 0.471
H 0.74 -3.30 0.00 0.456
H -1.73 -1.04 -2.52 0.474
H -2.85 -1.43 -1.58 0.473
H 1.97 0.47 3.65 0.453
H 2.97 0.57 2.58 0.460
O 0.41 0.35 0.62 -0.953
O 0.56 -2.60 -2.47 -0.961
O 1.68 4.81 -1.71 -0.919
O -3.55 1.00 1.73 -0.929
O 0.84 -2.39 0.39 -0.928
O -1.98 -0.92 -1.60 -0.946
O 2.56 -0.09 3.06 -0.913
```

=====

[3]
The following is a DFT calculation (ωB97M-V with the def2-TZVPD basis set) of H15HfO20S3 as an isolated structure.

Total charge: -3
HOMO-LUMO gap: 3.0 eV
HOMO energy: 1.57 eV
Molar mass: 609.79 u

```
39
Properties=species:S:1:pos:R:3:lowdin_charge:R:1
Hf 0.03 0.24 2.35 2.076
S -1.30 -3.13 2.01 0.198
O -2.67 -3.41 2.31 -0.381
O -0.42 -3.96 2.86 -0.392
O -1.19 -3.52 0.59 -0.361
O -1.00 -1.70 2.21 -0.453
S -3.43 1.41 2.10 0.213
O -2.07 0.86 1.95 -0.497
O -3.92 1.83 0.77 -0.389
O -4.29 0.38 2.67 -0.369
O -3.34 2.55 3.03 -0.450
S 2.39 -2.34 1.33 0.189
O 2.36 -3.43 2.36 -0.397
O 1.64 -1.20 1.79 -0.485
O 3.79 -1.93 1.24 -0.414
O 1.90 -2.76 0.03 -0.334
O -0.08 0.08 0.01 -0.372
H 0.21 0.30 -0.90 -0.036
O 0.62 0.93 -3.21 -0.056
H 1.31 0.42 -2.77 -0.007
H 0.34 0.37 -3.94 0.046
O 0.07 2.46 1.39 -0.108
H -0.37 3.28 1.62 0.083
H 0.04 2.42 0.43 0.046
O 2.67 1.37 0.11 -0.069
H 2.04 0.75 -0.24 -0.027
H 2.56 2.16 -0.42 -0.009
O -2.20 1.30 -1.21 -0.100
H -1.42 0.89 -0.81 -0.058
H -2.91 1.09 -0.61 -0.014
O -0.89 -1.67 -2.16 -0.031
H -0.76 -1.42 -3.08 0.001
H -0.61 -0.89 -1.67 -0.028
O 2.36 -0.84 -1.98 -0.053
H 2.11 -1.45 -1.28 0.008
H 2.91 -1.35 -2.57 0.053
O 1.51 3.29 -1.92 -0.053
H 1.06 2.58 -2.38 -0.004
H 0.93 4.05 -2.01 0.037
```

=====

[4]
The following is a DFT calculation (ωB97M-V with the def2-TZVPD basis set) of a 7-piece molecular cluster, H15O7 overall.

Total charge: +1
HOMO-LUMO gap: 11.6 eV
HOMO energy: -15.02 eV
Molar mass: 127.11 u

```
22
Properties=species:S:1:pos:R:3:nbo_charge:R:1
O -0.69 -0.48 0.03 -0.856
H -0.04 -0.18 -0.76 0.573
H -0.44 -1.44 0.38 0.561
H -0.55 0.22 0.76 0.579
O 0.18 0.91 -2.20 -0.970
H -0.64 1.52 -2.27 0.495
H 0.85 1.52 -2.65 0.504
O -0.37 -2.89 0.96 -0.973
H -0.92 -3.42 0.33 0.517
H 0.31 -3.49 1.43 0.531
O 0.42 -2.23 -2.14 -0.954
H 0.77 -1.87 -2.91 0.481
H 0.86 -3.04 -2.02 0.477
O -1.31 2.29 0.73 -0.897
H -0.61 2.77 0.52 0.456
H -1.67 2.52 -0.15 0.451
O 1.50 2.66 0.65 -0.937
H 1.21 2.90 -0.29 0.466
H 1.90 1.75 0.60 0.477
O -0.57 0.08 2.75 -0.904
H -0.49 -0.55 3.28 0.454
H 0.28 0.46 2.98 0.470
```

=====

[5]
The following is a DFT calculation (ωB97M-V with the def2-TZVPD basis set) of a 8-piece molecular cluster, H15O7S overall.

Total charge: -1
HOMO-LUMO gap: 7.7 eV
HOMO energy: -4.44 eV
Molar mass: 159.18 u

```
23
Properties=species:S:1:pos:R:3:nbo_charge:R:1
S 2.50 -0.61 -0.35 -1.031
H 1.34 0.17 -0.43 0.066
H 1.92 0.08 2.09 0.501
H 2.54 -0.03 3.47 0.463
O 1.82 0.31 3.02 -0.983
H 0.18 1.65 1.38 0.478
H -0.08 2.24 0.04 0.483
O -0.44 2.10 0.90 -0.960
H -2.70 1.70 0.63 0.481
H -2.73 0.65 -0.35 0.495
O -3.33 0.94 0.37 -0.984
H -1.38 -1.12 -1.54 0.514
H -2.73 -1.05 -2.29 0.466
O -2.00 -0.44 -1.93 -0.996
H 0.73 -2.28 -1.83 0.491
H 0.39 -2.27 -0.43 0.504
O -0.05 -2.37 -1.30 -0.980
H 0.69 1.10 -2.27 0.478
H 1.88 2.02 -2.14 0.480
O 0.98 1.93 -2.58 -0.959
H -0.76 -0.96 2.11 0.468
H -2.11 -0.65 1.74 0.484
O -1.63 -1.40 2.19 -0.956
```

=====

[6]
The following is a DFT calculation (ωB97M-V with the def2-TZVPD basis set) of a 8-piece molecular cluster, H15O8 overall.

Total charge: -1
HOMO-LUMO gap: 9.7 eV
HOMO energy: -6.13 eV
Molar mass: 143.11 u

```
23
Properties=species:S:1:pos:R:3:nbo_charge:R:1
O -1.77 -0.94 -0.29 -1.272
H -0.68 -0.18 -1.24 0.508
O 0.17 -2.39 0.82 -1.066
H 1.01 -2.07 0.40 0.494
H -0.63 -1.95 0.34 0.511
O -2.58 1.76 -0.99 -0.999
H -2.38 1.91 -0.04 0.470
H -2.63 0.73 -0.98 0.506
O 0.01 0.07 -1.96 -1.030
H -2.39 -1.51 -0.78 0.448
H -0.19 0.83 1.17 0.506
O 0.33 1.39 0.56 -1.016
H 2.11 1.45 0.63 0.512
H -0.03 1.17 -0.32 0.493
O 2.30 -1.19 -0.70 -0.987
H 2.85 -0.54 -0.21 0.494
H -0.59 0.66 -2.45 0.472
O 3.10 1.36 0.62 -0.989
H 3.33 2.11 0.07 0.456
H 1.56 -0.69 -1.00 0.496
O -0.95 -0.37 2.45 -1.011
H -1.57 -0.49 1.66 0.503
H -0.38 -1.13 2.23 0.502
```

=====

[7]
The following is a DFT calculation (ωB97M-V with the def2-TZVPD basis set) of H16KrO8 as an isolated structure.

HOMO-LUMO gap: 10.3 eV
HOMO energy: -10.47 eV
Molar mass: 227.92 u

```
25
Properties=species:S:1:pos:R:3:nbo_charge:R:1
Kr -0.11 -1.86 -0.54 0.000
O 2.08 1.47 1.03 -0.962
H 1.40 1.77 0.43 0.470
H 2.07 0.51 0.94 0.473
O 3.30 -1.17 1.60 -0.957
H 4.05 -1.22 2.19 0.483
H 3.45 -1.86 0.96 0.480
O -0.77 -2.83 -3.85 -0.926
H -1.29 -2.02 -3.85 0.460
H 0.12 -2.53 -3.66 0.467
O 0.65 -0.69 3.24 -0.944
H 1.40 -0.75 2.65 0.478
H 1.04 -0.58 4.11 0.463
O -3.79 -1.09 1.84 -0.962
H -3.35 -0.50 1.24 0.488
H -4.72 -0.93 1.69 0.459
O -0.12 2.34 -0.63 -0.978
H 0.01 1.89 -1.47 0.495
H 0.53 3.04 -0.64 0.475
O -2.64 1.18 0.73 -0.967
H -1.91 1.40 0.16 0.493
H -2.31 1.33 1.62 0.485
O 0.45 0.97 -2.91 -0.939
H 0.77 1.58 -3.57 0.485
H -0.31 0.56 -3.32 0.481
```

=====

[8]
The following is a DFT calculation (ωB97M-V with the def2-TZVPD basis set) of a 7-piece molecular cluster, H16NO6 overall.

Total charge: +1
HOMO-LUMO gap: 11.9 eV
HOMO energy: -14.54 eV
Molar mass: 126.13 u

```
23
Properties=species:S:1:pos:R:3:nbo_charge:R:1
N 0.55 -0.32 0.37 -0.943
H 0.70 -1.21 0.93 0.431
H 1.24 -0.33 -0.54 0.471
H -0.40 -0.55 -0.05 0.474
H 0.70 0.54 0.93 0.473
H -2.22 -1.74 1.76 0.494
H -2.48 -0.83 0.46 0.500
O -1.92 -0.91 1.29 -0.985
H -2.56 -1.81 -2.20 0.505
H -1.83 -0.78 -2.97 0.476
O -1.76 -1.22 -2.03 -0.988
H 1.88 -0.01 -2.85 0.484
H 2.83 0.90 -2.36 0.499
O 2.22 0.19 -1.99 -0.953
H 0.99 2.35 2.25 0.485
H 2.18 2.41 1.48 0.510
O 1.18 2.11 1.38 -0.964
H -3.25 -3.94 -1.60 0.491
H -4.47 -3.34 -0.74 0.503
O -3.56 -3.09 -1.21 -0.983
H 2.85 4.37 2.98 0.493
H 3.90 3.65 1.99 0.494
O 3.23 3.57 2.72 -0.968
```

=====

[9]
The following is a DFT calculation (ωB97M-V with the def2-TZVPD basis set) of a 7-piece molecular cluster, H16NO6 overall.

Total charge: +1
HOMO-LUMO gap: 11.8 eV
HOMO energy: -14.64 eV
Molar mass: 126.13 u

```
23
Properties=species:S:1:pos:R:3:nbo_charge:R:1
N -0.16 -0.39 1.08 -0.877
H -0.84 -0.39 0.31 0.467
H -0.65 -0.04 1.89 0.437
H -0.11 -1.40 1.20 0.425
H 0.77 0.04 0.90 0.495
H 1.64 -1.84 3.17 0.492
H 1.64 -0.51 4.02 0.502
O 1.42 -0.91 3.17 -0.986
H -2.60 1.76 0.84 0.495
H -2.89 0.98 -0.53 0.507
O -2.44 0.98 0.32 -0.997
H -1.36 -0.55 -2.17 0.501
H -1.22 -2.12 -2.28 0.493
O -0.84 -1.33 -1.91 -1.004
H 2.75 0.26 1.91 0.486
H 3.05 0.26 0.41 0.487
O 2.56 0.72 1.09 -0.944
H -1.21 1.93 -2.50 0.505
H -2.34 1.21 -3.32 0.501
O -1.80 1.18 -2.52 -0.982
H 2.29 0.07 -1.95 0.484
H 0.78 -0.05 -1.82 0.492
O 1.57 0.16 -1.32 -0.978
```

=====

[10]
The following is a DFT calculation (ωB97M-V with the def2-TZVPD basis set) of H16NaO8 as an isolated structure.

Total charge: +1
HOMO-LUMO gap: 9.6 eV
HOMO energy: -13.36 eV
Molar mass: 167.11 u

```
25
Properties=species:S:1:pos:R:3:nbo_charge:R:1
Na 0.13 -0.28 0.09 0.938
O 0.81 0.00 2.52 -0.985
H 0.73 -0.94 2.74 0.490
H 1.04 0.42 3.36 0.503
O -0.98 2.82 -1.87 -0.939
H -1.19 3.03 -0.95 0.466
H -0.53 1.96 -1.83 0.471
O 1.33 2.40 0.81 -0.934
H 1.44 1.93 1.64 0.465
H 2.14 2.20 0.32 0.474
O 0.96 0.54 -2.21 -0.970
H 1.73 1.07 -2.46 0.498
H 1.12 -0.34 -2.60 0.486
O -1.21 -2.62 0.48 -0.976
H -0.40 -3.00 0.10 0.491
H -1.26 -2.98 1.37 0.495
O -2.06 -1.04 -1.82 -0.960
H -1.92 -1.76 -1.20 0.478
H -2.90 -0.66 -1.55 0.484
O -1.49 1.34 1.00 -0.974
H -2.34 1.80 0.98 0.498
H -1.09 1.60 1.84 0.485
O 1.65 -2.29 -0.18 -0.990
H 2.38 -2.47 0.44 0.501
H 1.91 -2.73 -1.00 0.501
```

=====

[11]
The following is a DFT calculation (ωB97M-V with the def2-TZVPD basis set) of a 8-piece molecular cluster, H16O8 overall.

2S+1: 2
Total charge: -1
HOMO-LUMO gap (alpha / beta): 3.0 / 10.9 eV
HOMO energy (alpha / beta): -0.03 / -8.08 eV
Molar mass: 144.12 u

```
24
Properties=species:S:1:pos:R:3:lowdin_spin:R:1
O 0.12 0.98 0.07 0.056
H 0.00 0.06 0.30 0.023
H 0.18 0.99 -0.88 0.024
O 0.51 0.69 -2.78 0.228
H 0.43 1.18 -3.59 0.067
H 0.88 -0.15 -3.03 0.114
O -0.95 3.33 1.13 0.018
H -0.69 2.44 0.93 0.005
H -0.42 3.58 1.89 0.003
O 3.20 1.37 0.37 0.044
H 3.45 2.02 -0.28 0.011
H 2.28 1.19 0.19 0.012
O 0.31 -2.50 -0.05 0.121
H 1.24 -2.62 -0.23 0.044
H -0.13 -3.08 -0.67 0.035
O -2.27 -1.99 1.66 0.028
H -1.52 -1.86 1.08 0.013
H -2.11 -1.42 2.41 0.006
O 0.77 -2.10 3.22 0.029
H 0.59 -1.73 2.36 0.014
H 0.85 -1.33 3.79 0.005
O -2.40 -0.04 -2.66 0.065
H -2.81 0.79 -2.40 0.013
H -1.48 0.19 -2.82 0.023
```

=====

[12]
The following is a DFT calculation (ωB97M-V with the def2-TZVPD basis set) of a 8-piece molecular cluster, H16O8 overall.

SMILES string: O.O.O.O.O.O.O.O
HOMO-LUMO gap: 11.1 eV
HOMO energy: -11.08 eV
Molar mass: 144.12 u

```
24
Properties=species:S:1:pos:R:3:nbo_charge:R:1
H 2.18 0.31 -0.87 0.461
H 2.96 -0.50 -1.88 0.482
H 0.01 -2.42 0.30 0.509
H 1.37 -1.89 -0.32 0.498
H 1.43 1.00 0.24 0.489
H 0.98 1.69 -1.21 0.488
H 0.09 -0.17 -1.81 0.461
H -1.19 0.56 -1.32 0.492
H -2.24 1.98 0.21 0.494
H -1.04 2.33 -0.63 0.465
H -2.08 -1.37 0.14 0.475
H -1.76 -1.40 -1.24 0.486
H -0.88 0.32 1.92 0.514
H -2.39 0.05 2.36 0.487
H 2.01 0.50 2.24 0.487
H 1.07 -0.71 1.92 0.514
O 2.60 -0.56 -0.98 -0.961
O 0.94 -2.11 0.58 -1.019
O 1.38 1.78 -0.28 -0.954
O -0.80 0.06 -2.04 -0.956
O -1.98 2.23 -0.68 -0.943
O -1.92 -2.00 -0.49 -0.969
O -1.80 0.16 1.58 -1.003
O 1.06 0.17 2.27 -0.995
```